The following is a quantum chemistry calculation of 7 unconnected molecules or ions with the total composition C28H66BBrN6O7P, from the OMol25 dataset.

The HOMO-LUMO gap is 4.79 eV. For the HOMO energy, the calculation gives -3.083 eV. As for the total charge: -1. Its LUMO energy is 0.063 hartree.

CARTESIAN COORDINATES (ANGSTROEM)
C1 -1.0574 -3.1926 -0.3792
C2 -2.4874 -3.1287 -1.0283
O1 -2.9288 -1.7852 -1.0330
C3 -4.1655 -1.6240 -1.7215
C4 -4.7030 -0.1704 -1.7306
C5 -5.1323 0.3730 -0.3016
C6 -3.8361 1.0875 0.3090
C7 -3.8188 2.6495 0.0977
B1 -2.4776 3.2296 -0.6454
Br1 -2.8335 3.2172 -2.6442
P1 -0.8289 2.3647 -0.1088
C8 0.1846 1.9252 -1.6580
C9 0.3009 3.5445 0.8355
C10 1.3861 2.6558 1.5748
H1 -0.3163 -2.6475 -1.0155
H2 -0.6839 -4.2380 -0.2926
H3 -1.0248 -2.7156 0.6233
H4 -3.1633 -3.8205 -0.4630
H5 -2.3592 -3.5353 -2.0683
H6 -3.9625 -1.8953 -2.7998
H7 -4.9326 -2.3699 -1.3766
H8 -5.5995 -0.0880 -2.3862
H9 -3.9406 0.5524 -2.1149
H10 -5.3534 -0.4617 0.4155
H11 -5.9993 1.0709 -0.3613
H12 -2.9695 0.5521 -0.1265
H13 -3.9058 0.9085 1.4142
H14 -4.0296 3.2278 1.0370
H15 -4.6868 2.8889 -0.5777
H16 -2.3734 4.3935 -0.3289
H17 0.7406 2.8359 -2.0092
H18 0.9377 1.1432 -1.3743
H19 -0.4390 1.4759 -2.4556
H20 -0.3258 4.1189 1.5514
H21 0.8773 4.1857 0.1207
H22 2.0974 2.1737 0.8673
H23 1.9884 3.2356 2.3127
H24 0.9085 1.8235 2.1407
C11 2.4198 -1.0723 1.6871
O2 1.3464 -0.5328 1.5372
N1 2.8690 -1.6015 2.8537
C12 4.1695 -2.2351 2.9669
C13 2.0163 -1.5281 4.0236
H25 3.1403 -1.1771 0.8587
H26 4.0353 -3.2750 3.2803
H27 4.7626 -1.7074 3.7086
H28 4.6943 -2.2157 2.0123
H29 1.0745 -2.0423 3.8195
H30 1.7980 -0.4822 4.2485
H31 2.5083 -1.9909 4.8779
C14 7.3474 -2.4301 5.3793
O3 6.6729 -1.7376 4.6464
N2 7.3605 -2.3449 6.7313
C15 8.1919 -3.2051 7.5477
C16 6.5127 -1.3589 7.3782
H32 8.0232 -3.2070 4.9875
H33 7.5583 -3.7856 8.2226
H34 8.8797 -2.5917 8.1346
H35 8.7682 -3.8888 6.9254
H36 5.4704 -1.5477 7.1146
H37 6.7833 -0.3616 7.0272
H38 6.6311 -1.4104 8.4589
C17 0.0505 3.7200 -7.3914
O4 0.9038 4.1389 -8.1567
N3 0.2608 3.3696 -6.1057
C18 -0.8088 2.8757 -5.2489
C19 1.5970 3.4890 -5.5592
H39 -0.9977 3.5911 -7.7053
H40 -0.9147 3.5374 -4.3884
H41 -0.5526 1.8725 -4.9053
H42 -1.7540 2.8380 -5.7896
H43 1.9262 4.5283 -5.6286
H44 2.2835 2.8681 -6.1397
H45 1.6063 3.1706 -4.5182
C20 -0.2251 -1.6337 -4.0330
O5 -0.3747 -0.4738 -4.3448
N4 0.8506 -2.3953 -4.3586
C21 0.9632 -3.7789 -3.9481
C22 1.9172 -1.7994 -5.1408
H46 -0.9771 -2.1772 -3.4376
H47 1.8582 -3.9021 -3.3328
H48 1.0424 -4.4142 -4.8343
H49 0.0905 -4.0819 -3.3700
H50 2.3263 -0.9422 -4.6022
H51 1.5162 -1.4501 -6.0946
H52 2.7058 -2.5285 -5.3208
C23 2.5638 6.0726 6.3014
O6 3.3783 5.1939 6.4992
N5 1.8313 6.2181 5.1724
C24 0.8771 7.2957 5.0112
C25 2.0068 5.2647 4.0891
H53 2.3513 6.8483 7.0558
H54 -0.1175 6.8755 4.8460
H55 1.1608 7.9033 4.1488
H56 0.8537 7.9270 5.8992
H57 1.7742 4.2627 4.4519
H58 3.0466 5.2824 3.7573
H59 1.3527 5.5111 3.2548
C26 -5.6935 -5.2987 -1.8444
O7 -4.8703 -6.1800 -1.7063
N6 -6.4641 -5.1164 -2.9442
C27 -7.4278 -4.0378 -3.0360
C28 -6.3164 -6.0299 -4.0609
H60 -5.8795 -4.5535 -1.0554
H61 -8.4263 -4.4570 -3.1836
H62 -7.1742 -3.3980 -3.8843
H63 -7.4245 -3.4386 -2.1264
H64 -6.5315 -7.0475 -3.7282
H65 -5.2877 -5.9944 -4.4248
H66 -6.9978 -5.7563 -4.8645